Arrangement a

A cluster of 2 separate species, C5H15NO2 in total, computed with ωB97M-V/def2-TZVPD.

Last column: Mulliken charge in e.
Positions of all 23 atoms, in Å:
C  1.999  -1.154  -0.659  -1.492
C  0.482  -1.034  -0.771  0.892
C  0.085  -1.338  -2.200  -1.524
C  0.040  0.426  -0.298  -0.799
N  -1.298  0.408  0.144  -0.288
C  -1.729  1.601  0.777  -0.420
O  -1.685  1.618  2.185  -0.553
H  2.404  -1.921  -1.386  0.383
H  2.422  -1.491  0.290  0.329
H  2.456  -0.090  -0.771  0.306
H  -0.017  -1.673  -0.046  0.280
H  0.933  -1.065  -2.860  0.371
H  -0.718  -0.736  -2.448  0.431
H  -0.282  -2.357  -2.361  0.315
H  0.827  0.828  0.456  0.161
H  0.313  1.136  -1.108  0.405
H  -1.337  -0.457  0.653  0.260
H  -2.694  2.010  0.408  0.376
H  -1.270  2.510  0.238  0.264
H  -2.467  1.311  2.603  0.315
O  0.535  0.147  2.302  -0.708
H  1.297  0.710  2.384  0.288
H  -0.295  0.610  2.467  0.408

Results
Structure (SMILES): CC(C)CNCO.O
E_LUMO (eV): 0.73
Kohn-Sham gap (eV): 9.5

***

Arrangement b

A cluster of 2 separate species, C5H15NO2 in total, computed with ωB97M-V/def2-TZVPD.

Last column: Mulliken charge in e.
Positions of all 23 atoms, in Å:
C  1.866  -0.617  -1.248  -1.435
C  1.009  0.544  -0.679  0.546
C  0.313  1.342  -1.790  -1.622
C  -0.016  0.144  0.403  0.848
N  0.711  -0.182  1.678  -0.786
C  -0.778  -1.133  -0.006  -0.874
O  -1.770  -1.480  0.956  -0.519
H  2.124  -0.412  -2.273  0.404
H  1.362  -1.614  -1.317  0.266
H  2.709  -0.794  -0.582  0.363
H  1.796  1.172  -0.275  0.281
H  -0.490  1.952  -1.363  0.365
H  -0.273  0.680  -2.444  0.362
H  1.076  1.799  -2.404  0.436
H  -0.695  0.947  0.685  0.020
H  1.588  -0.657  1.511  0.229
H  0.891  0.707  2.126  0.276
H  -1.443  -1.042  -0.864  0.219
H  -0.247  -2.090  -0.167  0.340
H  -1.618  -2.222  1.537  0.288
O  -2.721  1.114  2.453  -0.623
H  -2.821  0.169  2.363  0.313
H  -2.572  1.672  1.701  0.303

Results
Structure (SMILES): CC(C)[C@H](N)CO.O
E_LUMO (eV): 0.85
Kohn-Sham gap (eV): 10.1

***

Arrangement c

A cluster of 2 separate species, C5H15NO2 in total, computed with ωB97M-V/def2-TZVPD.

Last column: Mulliken charge in e.
Positions of all 23 atoms, in Å:
C  1.377  0.183  1.473  -1.631
C  0.304  -0.349  0.533  0.477
C  0.958  -1.365  -0.429  -1.094
O  0.882  -2.692  0.094  -0.523
N  -0.475  0.673  -0.209  0.319
C  -1.538  1.207  0.642  -1.025
C  0.360  1.716  -0.800  -1.130
H  0.952  0.836  2.229  0.345
H  2.111  0.747  0.914  0.433
H  1.883  -0.613  2.018  0.435
H  -0.449  -0.910  1.065  0.380
H  2.034  -1.211  -0.475  0.314
H  0.570  -1.310  -1.452  0.430
H  0.019  -3.086  -0.055  0.310
H  -2.460  0.646  0.505  0.234
H  -1.759  2.249  0.377  0.365
H  -1.236  1.292  1.682  0.328
H  1.051  2.190  -0.107  0.384
H  0.841  1.326  -1.700  0.248
H  -0.269  2.549  -1.097  0.414
O  -2.065  -1.409  -1.844  -0.636
H  -1.608  -0.554  -1.781  0.330
H  -1.481  -2.117  -1.586  0.294

Results
Structure (SMILES): C[C@H](CO)N(C)C.O
E_LUMO (eV): 0.77
Kohn-Sham gap (eV): 9.7

***

Relative energy table, unit hartree: arrangement a 0.0375; arrangement b 0.0061; arrangement c 0.0000

***

Arrangement a

A cluster of 3 separate species, C5H15NO2 in total, computed with ωB97M-V/def2-TZVPD.

Last column: Mulliken charge in e.
Positions of all 23 atoms, in Å:
C  1.152  1.380  -1.537  -0.848
C  1.147  1.384  -0.203  -0.057
C  0.005  0.908  0.601  0.009
C  0.193  -0.701  0.714  1.049
C  1.371  -0.973  1.562  -1.499
N  -1.008  -1.266  1.298  -0.488
H  1.955  1.873  -2.047  0.308
H  0.293  1.005  -2.123  0.220
H  1.900  2.018  0.308  0.346
H  0.006  1.372  1.619  0.292
H  -0.968  1.264  0.268  -0.416
H  0.287  -1.169  -0.258  -0.573
H  1.733  -2.005  1.523  0.385
H  2.128  -0.240  1.134  0.326
H  1.525  -0.618  2.589  0.389
H  -0.891  -1.456  2.297  0.215
H  -1.959  -1.012  1.063  0.186
O  -2.412  2.105  -1.444  -0.637
H  -2.995  1.340  -1.466  0.320
H  -2.347  2.344  -0.519  0.303
O  -0.663  -2.761  -1.967  -0.647
H  0.295  -2.892  -1.993  0.312
H  -0.746  -1.900  -1.419  0.506

Results
Structure (SMILES): C=CC[C@@H](C)N.O.O
E_LUMO (eV): 0.59
Kohn-Sham gap (eV): 9.4

***

Arrangement b

A cluster of 3 separate species, C5H15NO2 in total, computed with ωB97M-V/def2-TZVPD.

Last column: Mulliken charge in e.
Positions of all 23 atoms, in Å:
C  -0.390  -0.253  1.848  -1.136
C  -0.230  -1.202  0.896  0.949
C  0.889  -2.244  0.828  -1.152
C  -1.074  -1.177  -0.357  -0.785
C  -0.836  0.063  -1.189  -0.476
N  -1.653  1.175  -0.953  -0.578
H  0.217  -0.360  2.687  0.335
H  -1.097  0.649  1.818  0.296
H  0.454  -3.099  1.455  0.293
H  1.777  -1.875  1.481  0.298
H  1.275  -2.404  -0.239  0.315
H  -2.184  -1.045  -0.038  0.285
H  -1.130  -2.142  -0.940  0.363
H  0.215  0.454  -1.218  0.281
H  -0.987  -0.184  -2.309  0.281
H  -2.534  0.908  -1.254  0.298
H  -1.666  1.336  0.131  0.145
O  2.897  0.955  -1.782  -0.608
H  2.907  1.277  -2.622  0.288
H  3.217  0.057  -1.962  0.306
O  -0.214  2.737  1.051  -0.505
H  -0.189  3.665  0.909  0.240
H  0.336  2.711  1.761  0.265

Results
Structure (SMILES): C=C(C)CCN.O.O
E_LUMO (eV): 0.76
Kohn-Sham gap (eV): 9.3

***

Relative energy table, unit hartree: arrangement a 0.0000; arrangement b 0.0185